(1)
{
  "formula": "C2H3NO3S",
  "method": "ωB97M-V with the def2-TZVPD basis set",
  "homo_lumo_gap_ha": 0.28166,
  "relative_energy_ev": 4.5317,
  "elements": ["C", "C", "N", "O", "O", "O", "S", "H", "H", "H"],
  "coordinates": [[-0.949661, 0.118953, 0.266720], [0.256277, 0.125374, -0.341613], [-1.864560, 1.111676, 0.183567], [-3.705787, -0.409131, -0.916846], [-3.319121, -0.941323, 1.452429], [-1.695488, 2.291471, -0.032761], [-3.839356, -0.021466, 0.481619], [-1.348636, -0.945305, 0.451331], [0.691063, -0.681219, -0.881175], [0.773104, 1.134769, -0.344991]],
  "forces_ev_per_a": [[2.109, -4.214, -1.303], [-0.095, 3.478, 0.740], [-1.659, 2.111, 1.246], [-0.571, -0.091, 1.053], [0.057, -0.271, 0.340], [0.767, -1.177, 0.137], [-0.403, 0.071, -1.720], [-0.102, 2.158, -0.184], [0.465, -0.824, 0.429], [-0.567, -1.241, -0.738]],
  "nbo_charge": [-0.174, -0.190, 0.077, -0.904, -0.896, -0.249, 1.664, 0.248, 0.220, 0.204]
}

=====

(2)
{
  "formula": "C2H3NO4",
  "method": "ωB97M-V with the def2-TZVPD basis set",
  "homo_lumo_gap_ha": 0.39467,
  "relative_energy_ev": 4.2173,
  "elements": ["O", "C", "N", "O", "H", "O", "C", "O", "H", "H"],
  "coordinates": [[0.365774, -2.046738, -0.410455], [0.911826, -0.984606, -0.287830], [1.628827, -0.177659, 0.141491], [2.004179, 1.092046, 0.042048], [1.381794, 1.668039, 0.521130], [-0.485671, 1.458217, -0.310854], [-0.991609, 0.385476, -0.296935], [-1.526071, -0.143845, 0.848372], [-1.305479, -0.157083, -1.099684], [-1.983572, -1.093847, 0.852719]],
  "forces_ev_per_a": [[0.317, 1.459, -0.519], [-1.742, -5.130, -0.524], [2.191, 2.624, 1.520], [0.976, 0.714, -0.388], [-0.393, -0.538, -0.060], [0.290, 0.653, 0.141], [-2.396, 0.642, 2.872], [-0.709, -1.838, 0.682], [-0.333, -1.607, -2.863], [1.797, 3.021, -0.861]],
  "nbo_charge": [-0.565, 0.737, -0.190, -0.477, 0.506, -0.571, 0.633, -0.715, 0.122, 0.519]
}

=====

(3)
{
  "formula": "C2H3NO4",
  "method": "ωB97M-V with the def2-TZVPD basis set",
  "homo_lumo_gap_ha": 0.39015,
  "relative_energy_ev": 3.5743,
  "elements": ["O", "C", "N", "O", "H", "O", "C", "O", "H", "H"],
  "coordinates": [[-0.536563, 1.924697, 0.176515], [-1.145461, 0.930183, 0.065863], [-1.568249, -0.186291, 0.106831], [-2.753082, -0.819213, -0.058834], [-2.629013, -1.624596, -0.494813], [2.136602, -1.497076, 0.256858], [1.763018, -0.436025, -0.124925], [1.968751, 0.615522, 0.686724], [1.208941, -0.392982, -1.148150], [1.555059, 1.485785, 0.533935]],
  "forces_ev_per_a": [[0.027, 0.312, -0.254], [-0.440, 0.178, 0.377], [0.665, -1.194, -0.303], [-1.471, 2.754, 1.245], [1.079, -1.969, -1.083], [0.284, -0.771, -0.185], [-0.852, -0.129, -0.689], [0.004, 0.693, -0.019], [0.795, 0.892, 1.577], [-0.090, -0.765, -0.667]],
  "nbo_charge": [-0.541, 0.808, -0.264, -0.486, 0.487, -0.557, 0.630, -0.703, 0.112, 0.513]
}

=====

(4)
{
  "formula": "C2H3NOS",
  "method": "ωB97M-V with the def2-TZVPD basis set",
  "homo_lumo_gap_ha": 0.31788,
  "relative_energy_ev": 0.0925,
  "elements": ["O", "C", "N", "C", "S", "H", "H", "H"],
  "coordinates": [[-1.739510, -0.875989, -0.064184], [-1.267760, 0.236827, -0.019612], [0.108945, 0.411061, 0.077441], [1.049001, -0.562279, 0.024061], [2.642771, -0.233875, -0.042965], [-1.812101, 1.174397, -0.070628], [0.425228, 1.352313, -0.133546], [0.593427, -1.502456, 0.229430]],
  "forces_ev_per_a": [[-0.403, 0.859, 0.130], [0.700, -2.058, -0.085], [-0.436, 1.750, -0.801], [0.667, 0.643, 0.910], [-0.418, -0.344, -0.243], [-0.323, 0.268, 0.041], [0.202, -0.106, 0.300], [0.011, -1.013, -0.251]],
  "nbo_charge": [-0.546, 0.534, -0.622, -0.076, -0.048, 0.135, 0.405, 0.218]
}

=====

(5)
{
  "formula": "C2H3NOS",
  "method": "ωB97M-V with the def2-TZVPD basis set",
  "multiplicity": 3,
  "homo_lumo_gap_ha": [0.36136, 0.25273],
  "s_squared": 2.020,
  "relative_energy_ev": 1.9984,
  "elements": ["C", "C", "N", "O", "S", "H", "H", "H"],
  "coordinates": [[0.633096, 1.127668, 0.065245], [-0.751909, -0.652504, -0.070259], [-0.563371, 0.716551, 0.156375], [0.322061, -1.482970, 0.248241], [1.997424, 0.055371, -0.093564], [0.937086, 2.047422, 0.359415], [-1.576842, -1.234502, 0.504162], [-0.997548, -0.577036, -1.169612]],
  "forces_ev_per_a": [[0.436, -3.496, 0.393], [0.272, -2.370, 0.733], [-0.809, 1.092, 0.362], [-0.299, 1.058, -1.268], [-0.404, -0.258, -0.034], [0.313, 3.266, 0.280], [0.532, 1.676, -0.915], [-0.041, -0.969, 0.449]],
  "nbo_charge": [-0.108, -0.014, -0.377, -0.431, 0.249, 0.200, 0.237, 0.244]
}

=====

(6)
{
  "formula": "C2H3NOS2",
  "method": "ωB97M-V with the def2-TZVPD basis set",
  "homo_lumo_gap_ha": 0.35150,
  "relative_energy_ev": 2.4470,
  "elements": ["C", "C", "N", "O", "S", "S", "H", "H", "H"],
  "coordinates": [[0.803107, -0.774904, 0.332221], [0.180232, 0.432732, -0.337356], [2.015953, -1.115919, 0.265993], [1.735510, 1.018895, -2.719712], [3.098228, -0.179205, -0.464777], [1.855594, 1.336749, -1.310299], [0.164865, -1.341853, 0.886267], [-0.325835, 0.177322, -1.296283], [-0.332720, 1.094097, 0.223756]],
  "forces_ev_per_a": [[0.457, 1.954, -1.421], [4.466, -1.969, -3.815], [-1.094, -0.959, 0.983], [-0.448, -0.133, -1.207], [1.091, 1.258, -0.697], [-1.298, -0.460, 1.919], [-1.710, -1.935, 1.482], [0.085, 0.056, 0.764], [-1.549, 2.188, 1.992]],
  "nbo_charge": [0.081, -0.555, -0.556, -0.935, 0.290, 1.020, 0.186, 0.249, 0.220]
}

=====

(7)
{
  "formula": "C2H3NOS2",
  "method": "ωB97M-V with the def2-TZVPD basis set",
  "homo_lumo_gap_ha": 0.27750,
  "relative_energy_ev": 4.1762,
  "elements": ["O", "N", "C", "C", "S", "S", "H", "H", "H"],
  "coordinates": [[2.336831, 0.074111, -0.263196], [1.787768, -1.033135, 0.055583], [0.483946, -1.212936, 0.150450], [-0.458602, -0.187795, -0.096365], [-2.127261, -0.482879, -0.071444], [0.052405, 1.460814, 0.119507], [3.208131, -0.178168, 0.215162], [0.014400, -2.234715, 0.618281], [-1.385922, 1.809366, -0.210478]],
  "forces_ev_per_a": [[3.408, 2.170, 0.761], [-4.326, -6.086, 2.047], [1.923, -1.889, 0.556], [-3.223, 1.135, 1.179], [1.703, -0.258, -0.556], [-2.800, 0.901, -1.462], [-1.243, 1.726, -1.783], [1.818, 2.500, -1.639], [2.740, -0.199, 0.897]],
  "nbo_charge": [-0.481, -0.082, -0.110, -0.333, -0.039, 0.103, 0.513, 0.250, 0.179]
}

=====

(8)
{
  "formula": "C2H3NOS2",
  "method": "ωB97M-V with the def2-TZVPD basis set",
  "homo_lumo_gap_ha": 0.31179,
  "relative_energy_ev": 2.0005,
  "elements": ["H", "N", "C", "O", "C", "S", "S", "H", "H"],
  "coordinates": [[1.083565, -1.411569, 0.316147], [1.671035, -0.838111, -0.264645], [1.262207, 0.265226, -0.635193], [0.075840, 0.955279, -0.219182], [-0.859001, 0.283740, 0.553699], [-1.633587, -1.236406, 0.069907], [-2.603987, 0.599830, 0.133472], [1.507728, 0.930102, -1.468508], [-0.503801, 0.451909, 1.514307]],
  "forces_ev_per_a": [[-0.160, 0.206, 0.607], [0.956, -0.367, -0.884], [-2.807, 1.388, -0.107], [0.460, -0.887, -1.250], [-0.187, 0.816, -1.301], [0.151, -0.265, -0.120], [0.623, 0.040, 0.356], [1.379, -0.518, 0.367], [-0.414, -0.413, 2.333]],
  "nbo_charge": [0.363, -0.672, 0.413, -0.544, -0.167, 0.100, 0.111, 0.190, 0.206]
}

=====

(9)
{
  "formula": "C2H3NOS2",
  "method": "ωB97M-V with the def2-TZVPD basis set",
  "homo_lumo_gap_ha": 0.34140,
  "relative_energy_ev": 1.3711,
  "elements": ["O", "C", "S", "C", "N", "S", "H", "H", "H"],
  "coordinates": [[1.385908, 0.382457, 2.005946], [1.469863, 1.304768, 1.218431], [0.620584, 1.358295, -0.350620], [-0.246495, -0.187463, -0.276462], [-0.995767, -0.483962, -1.244375], [-1.818442, -1.985951, -1.125793], [2.073983, 2.192695, 1.391369], [-0.057595, -0.731626, 0.663105], [-2.432039, -1.849214, -2.281600]],
  "forces_ev_per_a": [[0.238, 1.180, -0.756], [-0.687, -1.685, 0.465], [0.147, 0.077, 0.154], [0.270, 0.350, 0.481], [-0.104, -0.481, 0.128], [0.392, 0.244, 0.448], [0.196, 0.304, 0.036], [-0.155, -0.021, -0.428], [-0.298, 0.032, -0.528]],
  "nbo_charge": [-0.534, 0.246, 0.241, -0.082, -0.539, 0.184, 0.153, 0.214, 0.117]
}

=====

(10)
{
  "formula": "C2H3NOS2",
  "method": "ωB97M-V with the def2-TZVPD basis set",
  "homo_lumo_gap_ha": 0.33627,
  "relative_energy_ev": 2.9778,
  "elements": ["C", "C", "N", "O", "S", "S", "H", "H", "H"],
  "coordinates": [[-0.164265, 0.517380, 0.806823], [-0.732694, -0.982436, 1.219847], [-0.583250, 0.672340, -0.507249], [-2.822164, -0.843022, -0.505813], [0.922160, 1.437380, 1.484112], [-1.419881, -0.776892, -0.527477], [0.110250, -1.665172, 1.396426], [-1.534841, -0.940831, 2.034399], [-0.113599, 1.458267, -0.949849]],
  "forces_ev_per_a": [[0.055, -1.766, 0.052], [-0.715, 4.105, -0.820], [-0.046, 0.504, 3.948], [-3.857, 1.185, 0.566], [1.143, 1.032, 1.234], [3.573, -4.694, -2.280], [-0.558, 0.169, -0.352], [1.151, -0.166, -1.361], [-0.746, -0.368, -0.987]],
  "nbo_charge": [0.027, -0.661, -0.859, -0.916, -0.010, 1.437, 0.261, 0.265, 0.458]
}